1.
Formula: C33H57GaNP2Si
Source: the OMol25 dataset
Level of theory: the ωB97M-V functional and the def2-TZVPD basis

XYZ file:
```
95
Properties=species:S:1:pos:R:3:mulliken_charge:R:1
Ga -1.119 -3.228 -4.124 0.55
C 1.084 1.760 -1.497 0.32
C -0.292 2.001 -1.767 0.63
C 0.044 2.271 0.488 0.80
C 1.290 1.926 -0.101 0.81
C -0.937 2.293 -0.538 0.17
C 2.140 1.449 -2.482 -1.77
H 1.713 1.126 -3.437 0.37
H 2.798 0.651 -2.114 0.35
H 2.775 2.326 -2.681 0.32
C 2.564 1.793 0.630 -1.22
H 3.376 1.509 -0.049 0.42
H 2.498 1.026 1.416 0.03
H 2.846 2.738 1.120 0.35
C -0.160 2.570 1.918 -1.11
H 0.518 3.367 2.258 0.37
H 0.032 1.691 2.551 -0.15
H -1.187 2.905 2.103 0.45
C -2.367 2.615 -0.344 -1.69
H -2.510 3.676 -0.088 0.38
H -2.801 2.024 0.476 0.30
H -2.943 2.410 -1.253 0.37
C -0.939 2.025 -3.098 -1.59
H -1.080 3.058 -3.454 0.38
H -1.933 1.558 -3.064 0.38
H -0.338 1.496 -3.844 0.32
C 0.095 -5.112 -2.734 -1.10
C 0.112 -4.676 -4.194 0.11
C -0.427 -5.701 -5.221 -1.27
C -1.955 -5.564 -5.506 -0.74
C -2.560 -4.360 -4.789 -0.39
C -2.635 -4.292 -3.349 0.02
C -2.433 -5.537 -2.483 -0.72
C -1.024 -6.137 -2.445 -1.23
H -0.194 -6.740 -4.947 0.36
H -2.488 -6.501 -5.263 0.33
H 0.099 -5.526 -6.175 0.33
H -0.951 -6.980 -3.147 0.46
H 1.061 -5.592 -2.503 0.83
H 1.074 -4.257 -4.512 0.86
H -0.846 -6.624 -1.473 0.59
H -2.744 -5.280 -1.456 -0.02
H -3.336 -3.578 -2.900 0.91
H -3.121 -6.336 -2.815 0.49
H -2.078 -5.431 -6.594 0.38
H -3.270 -3.769 -5.376 0.60
P 0.215 -3.772 -1.238 0.57
P -1.608 -2.085 0.771 0.75
C -0.468 -4.627 0.252 -0.80
C -1.750 -3.950 0.767 -1.38
H 0.321 -4.608 1.020 0.14
H -0.684 -5.681 0.034 0.45
H -2.645 -4.229 0.186 0.45
H -1.934 -4.274 1.802 0.58
C -2.735 -1.620 2.131 -1.04
H -3.160 -0.636 1.881 0.39
H -2.167 -1.531 3.068 -0.13
H -3.545 -2.352 2.245 0.43
C -2.709 -1.634 -0.637 -0.43
H -3.588 -2.299 -0.705 0.33
H -2.156 -1.644 -1.590 -0.66
H -3.049 -0.602 -0.442 0.44
C 2.003 -3.678 -0.885 -0.86
H 2.362 -2.747 -1.347 0.32
H 2.524 -4.534 -1.332 0.48
H 2.196 -3.636 0.193 -0.07
C -0.440 -1.426 -3.822 -1.51
H -1.054 -0.824 -3.144 0.18
H -0.457 -0.980 -4.829 0.46
H 0.595 -1.423 -3.452 0.38
C -1.365 -1.653 5.547 -1.17
Si 0.270 -0.750 5.357 0.12
C -0.015 1.103 5.283 -1.07
C 1.370 -1.211 6.806 -1.09
N 1.024 -1.237 3.903 0.37
C 2.083 -1.819 3.394 -0.73
C 3.350 -1.140 3.253 -0.04
C 4.476 -1.816 2.804 -0.69
C 4.389 -3.156 2.405 -0.23
C 3.161 -3.831 2.471 -0.80
C 2.028 -3.187 2.938 0.30
H -1.465 -2.026 6.576 0.42
H -2.223 -0.998 5.349 0.33
H -1.421 -2.516 4.872 0.27
H -0.197 1.501 6.291 0.45
H 0.861 1.617 4.865 0.28
H -0.883 1.360 4.659 0.28
H 1.780 -2.221 6.669 0.31
H 2.217 -0.521 6.905 0.30
H 0.807 -1.200 7.748 0.40
H 3.394 -0.093 3.564 0.46
H 5.437 -1.296 2.773 0.41
H 5.276 -3.677 2.033 0.41
H 3.093 -4.879 2.157 0.36
H 1.064 -3.697 3.027 0.53
```

Results
Highest occupied orbital energy (spin up / spin down), eV: -8.8 / -8.7
Kohn-Sham gap (spin up / spin down), hartree: 0.1133 / 0.1100
Multiplicity: 1
Total charge: +1

2.
Formula: C20H40O5
Source: the OMol25 dataset
Level of theory: the ωB97M-V functional and the def2-TZVPD basis

XYZ file:
```
65
Properties=species:S:1:pos:R:3:mulliken_charge:R:1
C -0.362 1.353 -2.023 0.48
C -1.075 1.615 -3.353 -0.59
C -0.342 0.730 -4.290 -0.70
O -0.017 -0.423 -3.498 -0.51
C -0.098 -0.163 -2.094 -1.07
H -0.908 1.552 -1.100 -1.10
H 0.548 1.950 -2.077 0.47
H -0.969 2.658 -3.652 0.40
H -2.102 1.333 -3.118 0.29
H 0.560 1.220 -4.656 0.34
H -0.880 0.518 -5.214 0.38
H 0.853 -0.311 -1.583 0.86
H -0.912 -0.699 -1.606 -0.07
C 1.433 -1.789 1.588 -1.04
C 1.029 -0.276 1.519 0.03
C 0.297 -0.150 0.169 -1.00
O 0.646 -1.361 -0.654 0.23
C 1.593 -2.142 0.100 -0.74
H 0.554 -2.393 1.814 0.31
H 2.308 -2.001 2.202 0.44
H 1.911 0.364 1.480 -1.54
H 0.415 0.116 2.331 0.86
H 0.684 0.777 -0.254 0.34
H -0.788 -0.081 0.243 -0.01
H 2.594 -1.871 -0.234 0.27
H 1.360 -3.180 -0.137 0.52
C -3.461 1.130 1.163 -0.83
C -1.978 0.825 1.288 0.29
C -1.396 2.204 0.916 -0.07
O -2.172 2.938 1.830 -0.57
C -3.572 2.539 1.773 -0.45
H -4.034 0.388 1.719 0.40
H -3.623 1.001 0.092 0.30
H -1.684 -0.043 0.696 0.21
H -1.792 0.519 2.317 0.53
H -1.635 2.559 -0.086 0.41
H -0.346 2.350 1.171 0.04
H -4.218 3.196 1.191 0.28
H -3.920 2.618 2.803 0.32
C 2.478 2.619 2.160 0.16
C 3.054 1.185 2.353 0.15
C 4.202 1.434 3.264 -0.54
O 3.783 2.470 4.129 -0.44
C 2.699 3.222 3.542 -0.50
H 1.417 2.544 1.920 -0.38
H 2.885 3.226 1.352 0.35
H 3.430 0.647 1.483 0.36
H 2.304 0.506 2.759 0.20
H 4.983 1.771 2.583 0.28
H 4.724 0.641 3.800 0.35
H 2.946 4.277 3.424 0.31
H 1.936 2.957 4.274 0.31
C -2.267 -3.819 -1.796 -0.65
C -1.404 -2.577 -2.108 0.63
C -0.021 -3.038 -2.213 -0.37
O -0.059 -4.238 -1.455 -0.47
C -1.259 -4.913 -1.738 -0.41
H -2.938 -4.062 -2.620 0.26
H -2.880 -3.737 -0.899 0.29
H -1.408 -1.902 -1.252 -0.26
H -1.630 -1.984 -2.993 0.49
H 0.795 -2.428 -1.825 0.34
H 0.191 -3.237 -3.264 0.22
H -1.472 -5.688 -1.002 0.28
H -0.989 -5.443 -2.651 0.33
```

Results
SMILES string: C1CCOC1.C1CCOC1.C1CCOC1.C1CCOC1.C1CCOC1
Highest occupied orbital energy, eV: -8.5
Kohn-Sham gap, hartree: 0.3325
Multiplicity: 1
Total charge: 0

3.
Formula: C4H6GaO2
Source: the OMol25 dataset
Level of theory: the ωB97M-V functional and the def2-TZVPD basis

XYZ file:
```
13
Properties=species:S:1:pos:R:3:mulliken_charge:R:1
O 0.507 -0.640 0.740 -0.11
C -0.458 -0.422 -0.789 0.02
Ga -1.339 0.653 0.457 0.14
O -0.175 0.908 -1.221 0.17
C 0.344 1.125 -2.523 -0.60
H 0.579 0.195 -3.060 0.34
H -0.431 1.641 -3.105 0.27
H 1.278 1.698 -2.440 0.26
C 0.873 -1.353 1.733 0.29
C 1.406 -0.459 2.826 -0.65
H 0.949 0.550 2.841 0.26
H 1.218 -0.945 3.799 0.31
H 2.500 -0.374 2.733 0.30
```

Results
Highest occupied orbital energy (spin up / spin down), eV: -13.5 / -13.4
Kohn-Sham gap (spin up / spin down), hartree: 0.2674 / 0.2582
Multiplicity: 1
Total charge: +1

4.
Formula: C25H22F13NO8S
Source: the OMol25 dataset
Level of theory: the ωB97M-V functional and the def2-TZVPD basis

XYZ file:
```
70
Properties=species:S:1:pos:R:3:mulliken_charge:R:1
C -6.745 1.058 0.592 -1.44
C -5.350 0.495 0.799 0.62
F -5.451 -0.865 1.114 -0.35
C -4.491 0.647 -0.461 -1.19
C -3.170 -0.093 -0.476 0.61
C -2.670 -0.658 -1.594 0.45
C -3.300 -0.641 -2.959 -1.08
C -2.310 -0.304 -4.092 -0.59
C -3.060 -0.071 -5.423 -0.69
C -2.757 1.262 -6.081 -0.59
O -1.471 1.205 -6.691 -0.51
C -1.395 -1.436 -1.503 -0.04
O -1.218 -2.435 -2.159 -0.56
C -0.396 -0.942 -0.492 -0.31
S 1.323 -1.158 -0.905 1.64
O 1.409 -1.454 -2.303 -0.68
O 2.096 -0.079 -0.359 -0.61
C 1.831 -2.749 -0.096 0.57
F 0.914 -3.654 -0.466 -0.28
F 1.805 -2.671 1.242 -0.28
C 3.260 -3.203 -0.587 0.70
F 3.093 -4.190 -1.480 -0.29
F 3.938 -2.203 -1.179 -0.27
C 4.160 -3.769 0.553 0.57
F 3.512 -4.746 1.196 -0.28
F 5.232 -4.308 -0.054 -0.30
C 4.676 -2.689 1.581 0.78
F 4.049 -1.526 1.392 -0.27
F 4.457 -3.091 2.821 -0.27
F 5.972 -2.479 1.424 -0.27
C -0.858 -0.346 0.621 1.63
C -0.012 0.257 1.728 -2.32
O 0.578 -0.683 2.620 -0.15
C -0.207 -1.302 3.532 0.99
F -0.990 -0.461 4.204 -0.26
F 0.591 -1.909 4.388 -0.25
F -0.989 -2.228 2.965 -0.26
C -2.361 -0.205 0.771 0.25
O -2.803 -0.149 1.897 -0.65
H -7.415 0.653 1.350 0.39
H -7.126 0.805 -0.400 0.35
H -6.722 2.146 0.684 0.35
H -4.869 1.012 1.631 0.29
H -5.115 0.320 -1.294 0.33
H -4.272 1.714 -0.584 0.35
H -3.704 -1.639 -3.165 0.26
H -4.112 0.083 -3.007 0.37
H -1.620 -1.132 -4.232 0.27
H -1.755 0.605 -3.847 0.39
H -4.145 -0.119 -5.271 0.43
H -2.825 -0.860 -6.141 0.36
H -3.528 1.475 -6.832 0.39
H -2.791 2.077 -5.345 0.30
H -1.458 1.776 -7.464 0.29
H 0.834 0.773 1.276 0.68
H -0.604 0.999 2.267 0.43
O 1.779 4.433 4.276 -0.62
N 2.919 4.743 3.992 1.05
O 3.379 5.861 4.099 -0.61
C 3.805 3.685 3.475 0.13
C 3.297 2.410 3.314 -0.72
C 4.127 1.422 2.810 -0.14
C 5.442 1.719 2.480 -0.51
C 5.934 3.006 2.658 -0.43
C 5.112 4.003 3.159 -0.48
H 2.272 2.193 3.576 0.64
H 3.744 0.422 2.672 0.44
H 6.085 0.945 2.081 0.42
H 6.960 3.236 2.403 0.38
H 5.480 5.008 3.299 0.46
```

Results
SMILES string: C[C@@H](F)CC1=C(CCCCO)C(=O)C(S(=O)(=O)C(F)(F)C(F)(F)C(F)(F)C(F)(F)F)=C(COC(F)(F)F)C1=O.O=[N+]([O-])c1ccccc1
Highest occupied orbital energy, eV: -10.1
Kohn-Sham gap, hartree: 0.2969
Multiplicity: 1
Total charge: 0

5.
Formula: C42H67ClF6NO20
Source: the OMol25 dataset
Level of theory: the ωB97M-V functional and the def2-TZVPD basis

XYZ file:
```
137
Properties=species:S:1:pos:R:3:mulliken_charge:R:1
C -1.952 -2.768 -2.435 -1.05
C -1.248 -4.132 -2.383 -0.42
C -0.980 -4.621 -0.965 0.02
C -0.184 -5.937 -0.942 -0.12
C 1.257 -5.744 -0.464 -1.21
C 1.438 -5.802 1.046 0.80
C 2.934 -5.883 1.396 -1.01
C 3.269 -5.324 2.767 0.13
C 4.752 -5.024 2.973 -1.32
C 5.219 -3.838 2.128 -0.80
C 4.750 -2.512 2.755 0.38
C 4.741 -1.337 1.777 -1.50
C 3.807 -0.173 2.095 -2.08
C 2.283 -0.442 2.169 2.40
C 1.970 -1.497 1.035 -1.05
O 2.093 -2.700 1.350 -0.37
O 1.676 -1.016 -0.074 -0.80
C 1.836 -0.855 3.604 0.69
C 0.947 -2.066 3.759 -1.05
F 2.943 -1.081 4.457 -0.50
N 1.583 0.817 1.822 0.95
C 2.051 1.950 2.574 -1.05
O 1.180 3.071 2.447 -0.20
C 1.826 4.250 2.022 -0.56
C 0.793 5.277 1.564 0.14
O 1.162 5.793 0.293 -0.31
C 0.112 6.366 -0.442 -0.78
C -0.065 5.723 -1.802 0.24
O 1.184 5.562 -2.422 -0.38
C 1.112 4.902 -3.677 0.16
C 2.196 3.833 -3.808 -1.27
C 0.152 0.695 1.788 -0.87
C -0.549 1.236 0.509 0.00
C -1.838 1.963 0.855 -1.16
Cl 0.473 2.237 -0.536 -0.10
H -1.515 -2.126 -3.198 0.33
H -3.013 -2.856 -2.665 0.36
H -1.868 -2.237 -1.490 0.12
H -1.860 -4.861 -2.913 0.27
H -0.289 -4.038 -2.893 0.29
H -1.952 -4.784 -0.485 0.26
H -0.493 -3.844 -0.377 -0.18
H -0.195 -6.352 -1.953 0.45
H -0.721 -6.652 -0.324 -0.49
H 1.908 -6.473 -0.955 0.53
H 1.580 -4.765 -0.826 0.22
H 0.871 -6.648 1.434 0.52
H 1.064 -4.871 1.473 -0.33
H 3.431 -5.317 0.610 0.42
H 3.255 -6.925 1.344 0.42
H 2.955 -6.069 3.507 0.49
H 2.682 -4.433 2.978 -0.44
H 4.927 -4.809 4.030 0.43
H 5.334 -5.921 2.741 0.44
H 4.786 -3.938 1.135 0.25
H 6.308 -3.828 2.051 0.52
H 3.752 -2.687 3.131 -0.36
H 5.435 -2.315 3.579 0.58
H 5.751 -0.911 1.791 0.55
H 4.598 -1.691 0.759 0.40
H 4.151 0.354 2.983 0.36
H 3.904 0.530 1.265 0.52
H 1.329 -0.012 4.075 0.45
H -0.037 -1.958 3.311 0.31
H 1.420 -2.970 3.399 -0.46
H 0.779 -2.211 4.834 0.70
H 2.128 1.740 3.656 0.20
H 3.043 2.257 2.248 0.52
H 2.500 4.073 1.183 0.43
H 2.401 4.659 2.859 0.21
H 0.731 6.107 2.273 0.21
H -0.164 4.762 1.493 -0.09
H -0.839 6.291 0.091 0.40
H 0.310 7.435 -0.575 0.33
H -0.581 4.765 -1.712 0.28
H -0.695 6.390 -2.409 -0.10
H 1.249 5.649 -4.462 0.03
H 0.128 4.454 -3.813 0.35
H 2.869 4.067 -4.632 0.39
H 1.763 2.858 -4.006 0.26
H 2.799 3.783 -2.907 0.28
H -0.148 -0.347 1.826 0.12
H -0.335 1.183 2.640 0.57
H -0.819 0.376 -0.097 0.17
H -1.653 2.893 1.385 0.27
H -2.417 2.139 -0.051 0.44
H -2.439 1.298 1.479 -0.03
C -1.858 8.281 -4.693 -0.31
C -1.435 8.957 -5.980 0.32
O -0.560 8.005 -6.550 -0.32
C -0.932 6.769 -6.098 0.65
O -0.562 5.744 -6.549 -0.50
O -1.784 6.899 -5.052 -0.30
F -0.759 10.112 -5.760 -0.33
H -1.150 8.492 -3.889 0.24
H -2.864 8.539 -4.374 0.29
H -2.250 9.156 -6.676 0.25
C -4.331 -9.708 0.736 -0.47
C -4.025 -8.841 -0.466 0.29
O -3.124 -7.890 0.062 -0.23
C -2.470 -8.479 1.111 0.56
O -1.483 -8.076 1.613 -0.43
O -3.118 -9.615 1.482 -0.35
F -5.130 -8.206 -0.931 -0.28
H -5.155 -9.289 1.316 0.28
H -4.546 -10.743 0.486 0.26
H -3.547 -9.365 -1.296 0.30
C -4.952 1.096 4.280 -0.44
C -5.661 -0.231 4.107 0.31
O -4.713 -0.990 3.388 -0.30
C -3.470 -0.503 3.682 0.59
O -2.453 -1.044 3.434 -0.42
O -3.581 0.697 4.306 -0.28
F -6.799 -0.118 3.377 -0.30
H -5.128 1.745 3.420 0.28
H -5.216 1.617 5.195 0.26
H -5.897 -0.744 5.041 0.28
C -0.575 10.451 -10.488 -0.36
C -1.847 10.915 -9.808 0.28
O -1.407 12.034 -9.069 -0.30
C -0.316 12.559 -9.706 0.64
O 0.140 13.626 -9.493 -0.48
O 0.144 11.680 -10.629 -0.32
F -2.344 9.980 -8.959 -0.22
H -0.017 9.770 -9.845 0.26
H -0.740 9.991 -11.457 0.28
H -2.642 11.225 -10.488 0.20
C -0.787 -5.316 4.706 0.70
C -2.054 -5.149 5.512 0.48
O -2.041 -6.295 6.346 -0.37
C -0.738 -6.673 6.513 0.62
O -0.367 -7.439 7.337 -0.55
O 0.049 -6.036 5.626 -0.29
F -3.175 -5.171 4.747 -0.28
H -0.955 -5.925 3.816 -0.03
H -0.330 -4.374 4.418 -0.57
H -2.078 -4.255 6.136 0.25
```

Results
Highest occupied orbital energy, eV: -4.9
Kohn-Sham gap, hartree: 0.2333
Multiplicity: 1
Total charge: -1

6.
Formula: C23H21MoN10O3S3
Source: the OMol25 dataset
Level of theory: the ωB97M-V functional and the def2-TZVPD basis

XYZ file:
```
61
Properties=species:S:1:pos:R:3:mulliken_charge:R:1
Mo 0.158 0.376 -0.201 -0.16
N 4.343 0.737 0.726 -0.35
C 3.054 0.362 0.815 0.55
S 1.881 1.591 1.267 -0.32
N 2.705 -0.866 0.596 -1.20
N 1.335 -1.020 0.714 1.23
C 0.964 -2.047 1.408 -1.07
C -0.359 -2.227 1.930 1.04
C -0.682 -3.406 2.619 -0.75
C -1.878 -3.537 3.283 -0.75
C -2.765 -2.458 3.315 -0.46
C -2.473 -1.284 2.653 -0.77
C -1.288 -1.155 1.920 0.68
O -1.036 -0.052 1.248 -0.54
H 4.606 1.643 1.067 0.23
H 5.050 0.039 0.575 0.22
H 1.742 -2.745 1.703 0.43
H 0.043 -4.212 2.636 0.42
H -2.123 -4.457 3.796 0.42
H -3.689 -2.540 3.872 0.41
H -3.148 -0.438 2.672 0.50
N -3.296 0.989 -2.559 -0.15
C -3.194 2.322 -2.246 -0.73
C -2.117 2.438 -1.428 -0.42
N -1.559 1.200 -1.232 0.65
C -2.299 0.343 -1.924 -0.14
C -1.914 -1.030 -1.884 0.09
N -0.894 -1.348 -1.094 1.16
C -0.720 -2.700 -1.215 -0.59
C -1.645 -3.196 -2.074 -0.99
N -2.392 -2.127 -2.498 -0.10
H -4.006 0.578 -3.141 0.19
H -3.881 3.055 -2.628 0.42
H -1.707 3.320 -0.972 0.45
H 0.052 -3.228 -0.692 0.61
H -1.811 -4.196 -2.434 0.43
H -3.115 -2.166 -3.195 0.19
N 7.753 -0.614 -3.188 -0.49
C 6.393 -0.727 -3.221 1.18
C 5.717 -1.495 -2.257 -0.95
C 4.341 -1.547 -2.241 -0.56
C 3.623 -0.837 -3.196 -0.25
C 4.271 -0.118 -4.194 -0.46
C 5.648 -0.061 -4.206 -0.76
S 1.872 -0.814 -3.119 1.26
O 1.398 -2.102 -2.709 -0.66
O 1.354 -0.245 -4.331 -0.76
N 1.455 0.233 -1.871 0.44
C 1.579 1.563 -2.032 0.28
S 2.643 2.544 -2.981 -0.03
C 1.998 3.953 -2.196 -0.48
C 1.065 3.613 -1.290 -0.78
N 0.808 2.265 -1.226 0.14
H 8.286 -1.238 -2.611 0.21
H 8.227 -0.180 -3.958 0.20
H 6.293 -2.056 -1.528 0.35
H 3.813 -2.138 -1.508 0.43
H 3.677 0.361 -4.961 0.61
H 6.164 0.494 -4.980 0.31
H 2.336 4.936 -2.474 0.46
H 0.520 4.292 -0.652 0.48
```

Results
Highest occupied orbital energy (spin up / spin down), eV: -9.9 / -10.4
<S²>: 2.017
Kohn-Sham gap (spin up / spin down), hartree: 0.2619 / 0.2601
Multiplicity: 3
Total charge: +1

> What is the formula in the second record?

C20H40O5

> Which of these has the highest multiplicity?

C23H21MoN10O3S3

> What is the multiplicity in the first record?

1